i) 14
Properties=species:S:1:pos:R:3:nbo_charge:R:1 method="wB97M-V/def2-TZVPD" charge=+1 smiles="C=[N+](C)C1C=C1" orbital_gap_ev=10.40
N 0.4699 -0.1650 -0.0971 -0.213
C 0.9857 -1.3155 0.1957 0.112
C 1.4788 0.8593 -0.0619 -0.436
C -2.1203 -0.5892 -0.0679 -0.136
H -2.7936 -1.3978 -0.3967 0.280
H 1.2118 1.6921 0.5614 0.243
H 2.4887 0.5011 0.2724 0.242
C -1.8147 0.4625 0.6403 -0.121
H -0.7869 0.8285 -1.3666 0.221
H 0.3680 -2.2218 0.1366 0.231
H 1.9865 -1.2767 0.3083 0.205
H -1.9755 1.1348 1.4747 0.266
C -0.9291 0.2128 -0.4760 -0.134
H 1.4307 1.2747 -1.1231 0.240


ii) 14
Properties=species:S:1:pos:R:3:nbo_charge:R:1 method="wB97M-V/def2-TZVPD" charge=+1 orbital_gap_ev=9.33
H -0.4343 -1.7128 0.6419 0.254
C -0.5829 0.0543 -0.4310 0.274
C 0.1812 1.6683 0.1361 0.028
H 1.2187 -1.0877 1.0356 0.384
C -1.1746 -1.2300 -0.0454 -0.693
N 1.6597 -0.4912 0.4373 -0.813
H 2.6344 -0.5520 0.3552 0.414
H 0.5792 2.2052 1.1235 0.290
H -2.1758 -1.2387 0.3034 0.269
H -1.2192 -1.8570 -1.0373 0.307
C 0.9605 0.4148 -0.3586 -0.066
H 1.4158 0.5630 -1.2604 0.240
H -2.0216 1.8937 -0.4565 0.289
C -1.0410 1.3699 -0.4439 -0.178


iii) 14
Properties=species:S:1:pos:R:3:nbo_charge:R:1 method="wB97M-V/def2-TZVPD" charge=+1 orbital_gap_ev=9.22
C -0.4085 1.4331 0.8783 -0.417
H -0.8996 2.0644 0.1396 0.236
H -1.5301 -0.2736 0.6319 0.446
H 0.0042 -1.9017 1.4979 0.237
C 0.3889 -0.9440 1.2276 -0.388
C 0.0551 -0.4354 -0.6941 0.152
H 0.6509 1.6833 0.9286 0.234
C 0.8320 -0.1404 -1.8740 -0.079
H 1.5778 0.4733 -2.3165 0.274
H 1.2706 -0.5122 1.6383 0.231
H -0.4973 -1.9334 -2.4938 0.275
C -0.0486 -1.1375 -1.9499 -0.073
H -0.8464 1.6130 1.8592 0.249
N -0.5489 0.0111 0.5269 -0.378


Which structure is most stable? ii), by 29.5 kJ/mol over the runner-up.


i) 12
Properties=species:S:1:pos:R:3:nbo_charge:R:1 method="wB97M-V/def2-TZVPD" charge=+1 orbital_gap_ev=9.81
H 1.9478 1.0332 1.6947 0.247
H 1.1224 1.3238 0.1499 0.238
H -1.6187 -0.0608 -3.5951 0.193
S -0.7935 -0.0623 -2.4546 -0.162
H 2.2717 0.0134 0.3351 0.241
H -2.6806 0.2062 -0.6616 0.154
S -2.0614 -0.9631 -0.9965 -0.144
H 0.5436 -1.1374 1.7404 0.443
N 0.3248 -0.3371 1.1352 -0.693
H -0.0348 -0.7276 0.2591 0.453
H -0.5136 0.1308 1.5677 0.447
C 1.4923 0.5810 0.8258 -0.419


ii) 12
Properties=species:S:1:pos:R:3:nbo_charge:R:1 method="wB97M-V/def2-TZVPD" charge=+1 orbital_gap_ev=9.21
H 1.1094 1.1346 -2.5446 0.233
H -1.4081 -0.7802 2.8081 0.456
H -1.4667 1.6156 -1.4559 0.169
S -0.9650 1.3025 -0.2499 -0.166
H -0.6776 -0.4965 1.2985 0.454
S 0.2731 -0.2534 -0.8560 0.046
C 1.5888 0.6995 -1.6784 -0.718
N -0.9932 -1.2048 1.9836 -0.874
H -0.1875 -1.7619 2.2680 0.453
H 2.4130 0.0485 -1.9658 0.252
H -1.6276 -1.7879 1.4384 0.457
H 1.9414 1.4839 -1.0459 0.238


Which structure is most stable? ii), by 25.5 kJ/mol over the runner-up.


i) 12
Properties=species:S:1:pos:R:3:nbo_charge:R:1 method="wB97M-V/def2-TZVPD" smiles="COC(=O)CO" orbital_gap_ev=11.40
H -1.9464 -0.9356 -0.6621 0.186
H 2.6591 -0.8517 0.8788 0.198
O -2.4130 0.9370 0.1136 -0.701
C -1.6169 -0.2147 0.1048 -0.161
C -0.1814 0.1535 -0.2109 0.768
O 0.7087 -0.6402 0.3838 -0.493
H -2.0359 1.5286 -0.5553 0.485
C 2.0807 -0.3286 0.1178 -0.267
H 2.3581 -0.6779 -0.8799 0.192
H -1.6814 -0.7060 1.0786 0.202
O 0.0989 1.0787 -0.9401 -0.613
H 2.2420 0.7491 0.1798 0.205


ii) 12
Properties=species:S:1:pos:R:3:nbo_charge:R:1 method="wB97M-V/def2-TZVPD" smiles="O=C(CO)CO" orbital_gap_ev=11.07
H 0.6241 0.4583 2.1469 0.193
C -1.4169 -0.2956 -0.1622 -0.197
H 2.2468 -0.0286 0.2787 0.490
H -2.0199 0.1025 0.7436 0.221
H 0.3461 1.8187 1.0411 0.195
O -1.5490 -1.6049 -1.0274 -0.741
O 0.7646 -1.0561 -0.2900 -0.574
H -1.7714 0.3087 -0.9725 0.239
H -0.6489 -1.9002 -1.3485 0.502
C 0.7551 0.8035 1.1024 -0.156
O 2.1034 0.8232 0.7330 -0.707
C 0.0433 -0.1994 0.1875 0.534


Which structure is most stable? i), by 178.4 kJ/mol over the runner-up.


i) 12
Properties=species:S:1:pos:R:3:nbo_charge:R:1 method="wB97M-V/def2-TZVPD" smiles="CC=O.O=CO" orbital_gap_ev=10.70
O -0.7934 1.3287 0.8027 -0.561
O -0.0243 -1.0425 -0.1832 -0.740
H -0.1078 3.0906 -1.7517 0.221
C 0.8225 -1.8448 0.4758 0.653
H 0.4221 1.3976 -1.7860 0.263
H -1.2835 1.6885 -1.7726 0.256
H -0.1906 3.1934 0.5500 0.126
C -0.3351 2.0815 -1.4078 -0.740
H -0.3711 -0.3070 0.3744 0.516
O 0.7630 -3.0333 0.5031 -0.545
H 1.6386 -1.3050 0.9891 0.080
C -0.4153 2.2230 0.0824 0.470


ii) 12
Properties=species:S:1:pos:R:3:nbo_charge:R:1 method="wB97M-V/def2-TZVPD" smiles="O=C(O)CCO" orbital_gap_ev=11.24
C 0.6704 -1.1653 0.5477 0.799
O 1.3028 -1.9691 -0.0634 -0.557
H -0.1138 2.4287 -0.8449 0.459
H -1.6320 0.4226 -0.2153 0.185
C -0.6563 0.5659 -0.6871 -0.059
H 1.4137 0.6201 -0.3146 0.235
C 0.5261 0.2987 0.2326 -0.554
O -0.7288 1.8626 -1.3406 -0.711
H -0.4666 -0.0494 -1.5750 0.182
H -0.2652 -2.4021 1.7006 0.495
H 0.3038 0.8688 1.1527 0.229
O -0.3542 -1.4815 1.4074 -0.703


iii) 12
Properties=species:S:1:pos:R:3:nbo_charge:R:1 method="wB97M-V/def2-TZVPD" smiles="CC(=O)O.C=O" orbital_gap_ev=10.98
H -0.9024 1.9352 -0.0317 0.235
H -0.7834 -1.8630 2.8001 0.108
O -1.0385 -1.6339 0.8182 -0.512
O 0.9949 -0.2171 -1.6123 -0.688
C 0.6197 0.5928 -0.5956 0.808
H 1.9388 -0.4086 -1.4602 0.492
C -0.6176 1.3723 -0.9161 -0.728
H 0.7227 -1.4930 1.7179 0.124
O 1.2772 0.6927 0.3993 -0.610
H -0.4022 1.9914 -1.7829 0.240
C -0.3578 -1.6755 1.8049 0.282
H -1.4513 0.7067 -1.1416 0.250


iv) 12
Properties=species:S:1:pos:R:3:nbo_charge:R:1 method="wB97M-V/def2-TZVPD" smiles="O=CCO.C=O" orbital_gap_ev=10.33
C 0.8837 -0.6068 -0.6347 -0.167
C -0.5934 1.3983 1.7600 0.266
H -1.0045 0.5730 -0.6173 0.099
O 0.2307 0.5763 2.0787 -0.502
C -0.6045 -0.4430 -0.3969 0.419
H -1.6776 1.1734 1.7523 0.125
H 1.4264 0.3142 -0.4071 0.193
H 1.2760 -1.4215 -0.0143 0.187
H 0.5482 -1.6581 -2.2177 0.472
H -0.3036 2.4145 1.4279 0.116
O -1.3442 -1.3533 -0.1134 -0.514
O 1.0320 -0.8439 -2.0243 -0.693


Which structure is most stable? ii), by 13.5 kJ/mol over the runner-up.